# 1
DFT (ωB97M-V/def2-TZVPD) results for a structure of composition C3H3Cl2F.

Summary:
* max |F|: 5.13 eV/A
* frontier orbital gap: 10.23 eV
* energy relative to the best compared isomer or geometry (same formula, charge and spin): 52.6 kcal/mol
* DFT total energy: -1136.2536 a.u.
* spin multiplicity: 1

Element x y z (Å)
C -0.576602 -0.889367 -0.242232
C 0.372566 0.019247 0.348331
C 0.173949 1.325966 0.420790
H -1.467829 -0.143317 -0.708946
H -0.959181 -1.719489 0.398577
H 1.425124 1.787895 0.735468
F -0.980843 2.010880 0.330977
Cl -0.108392 -1.934703 -1.805854
Cl 2.121209 -0.457110 0.522889

Cartesian forces (eV/Å) of the 3 atoms listed first:
-3.683 -0.716 -2.283
1.727 0.001 -1.316
4.500 1.657 1.833

=====

# 2
DFT (ωB97M-V/def2-TZVPD) results for an isolated molecule of H2.

Summary:
* max |F|: 2.25 eV/A
* frontier orbital gap: 17.50 eV
* energy relative to the best compared isomer or geometry (same formula, charge and spin): 1.3 kcal/mol
* DFT total energy: -1.1589 a.u.
* SMILES string: [H][H]
* spin multiplicity: 1

Element x y z (Å)
H 0.267580 -0.054643 0.210461
H -0.267580 0.054643 -0.210461

Force components x, y, z for each atom (eV/Å):
1.747 -0.357 1.374
-1.747 0.357 -1.374

=====

# 3
DFT (ωB97M-V/def2-TZVPD) results for a structure of composition C32H26IrN7O11Si.

Summary:
* max |F|: 1.71 eV/A
* frontier orbital gap (alpha / beta): 6.96 / 6.45 eV
* charge: -1
* energy relative to the best compared isomer or geometry (same formula, charge and spin): 69.7 kcal/mol
* DFT total energy: -2839.3790 a.u.
* spin multiplicity: 6

Element x y z (Å)
Ir -0.683717 -0.096021 -0.631672
O -1.147020 -2.045713 0.425874
N -2.127028 -2.676980 -0.068692
N -2.367648 -2.361277 -1.279946
O -1.625481 -1.491954 -1.933172
C -3.531787 -2.873114 -1.939437
C -3.995909 -2.186345 -3.048477
C -5.131082 -2.660330 -3.690794
C -5.781051 -3.795005 -3.228743
C -5.296889 -4.463441 -2.110623
C -4.165553 -4.008074 -1.454816
H -3.487221 -1.291223 -3.377205
H -5.509563 -2.124463 -4.551902
H -6.669033 -4.156129 -3.732656
H -5.804293 -5.346269 -1.742432
H -3.781244 -4.511511 -0.579819
O 2.943652 1.780909 -2.092501
C 1.754790 1.499138 -2.033422
O 1.302435 0.675781 -1.118332
C 0.805934 2.138074 -3.016164
C 1.389093 3.057304 -3.861327
C 0.657222 3.685483 -4.858103
C -0.664825 3.354704 -5.080741
C -1.266631 2.429048 -4.262374
C -0.605093 1.852271 -3.116080
O -1.268954 1.190784 -2.264473
N -2.642845 2.057947 -4.622095
O -3.207711 2.738470 -5.474340
O -3.148016 1.082249 -4.099593
N 1.295649 4.674103 -5.713158
O 0.629308 5.183971 -6.602602
O 2.466546 4.949422 -5.499331
H 2.439198 3.273852 -3.738888
H -1.219403 3.796987 -5.891109
O -2.608084 0.529826 0.104710
N -3.473795 0.022206 0.955710
C -3.121429 -0.172822 2.194292
C -1.841515 0.189061 2.762642
N 0.119740 0.207470 4.150124
C -4.162822 -0.815587 2.963753
N -4.991688 -1.327405 3.576233
C 1.392985 3.217717 1.361530
C 2.577059 2.264516 1.574785
C 3.038514 2.348919 3.041321
C 3.762214 2.648713 0.674977
Si 1.991018 0.554017 1.119803
O 0.503238 0.145048 1.099204
C 0.887326 -0.706216 4.391943
C -1.235745 -0.263565 3.878745
C -1.748494 -1.086056 4.941596
C -1.067625 -1.799205 5.925527
C 0.272529 -2.211359 5.981072
C 1.230327 -1.860017 4.989195
C 3.205917 -0.822265 0.998730
C 4.370455 -0.903934 1.766280
C 5.203460 -2.009225 1.667835
C 4.888074 -3.035882 0.789209
C 3.735252 -2.966901 0.017913
C 2.893051 -1.872342 0.129697
H 1.731973 4.246690 1.519163
H 0.585062 3.008601 2.065330
H 0.986416 3.147187 0.349171
H 3.219007 3.403851 3.274112
H 3.979309 1.819806 3.204646
H 2.295743 1.979858 3.749144
H 4.100767 3.649695 0.966484
H 3.506464 2.662077 -0.382886
H 4.602079 1.962772 0.810126
H -1.259640 0.840055 2.134593
H -2.827742 -1.121640 5.011680
H -1.702326 -2.199375 6.708262
H 0.557031 -2.896565 6.772502
H 2.104352 -2.441935 4.739829
H 4.631592 -0.108953 2.455744
H 6.099012 -2.067184 2.273914
H 5.542202 -3.895390 0.707047
H 3.487945 -3.769219 -0.665563
H 1.984965 -1.827692 -0.460976

Cartesian forces (eV/Å) of the 3 atoms listed first:
-0.522 -0.208 0.213
-0.098 -0.169 0.099
0.099 0.017 0.025

=====

# 4
DFT (ωB97M-V/def2-TZVPD) results for the ion C4H9I2N2 with charge +1.

Summary:
* max |F|: 7.85 eV/A
* frontier orbital gap (alpha / beta): 5.85 / 6.01 eV
* charge: +1
* energy relative to the best compared isomer or geometry (same formula, charge and spin): 15.9 kcal/mol
* DFT total energy: -862.2627 a.u.
* spin multiplicity: 3

Element x y z (Å)
C 0.939284 1.490955 -0.869138
C 0.377508 0.288549 -1.948100
C -0.562545 0.030874 0.279630
C -0.072054 -0.550053 1.621570
N -0.006802 1.345081 0.111808
N -0.019554 -0.697241 -0.974226
I 3.013174 0.922255 -0.075782
I -1.191896 0.970686 -3.254295
H 1.086384 2.536110 -1.441889
H 1.274933 0.009964 -2.638583
H -1.717736 -0.043658 0.074454
H 1.002005 -0.633544 1.415825
H -0.680700 -1.303085 2.018193
H -0.056133 0.248348 2.432655
H 0.183565 1.870206 0.896301
H -0.750590 -1.390581 -1.300159
H 0.670935 -1.368459 -0.771985

Cartesian forces (eV/Å) of the 3 atoms listed first:
-3.513 0.344 -7.013
3.430 3.557 -0.668
-1.793 -0.033 0.162

=====

# 5
DFT (ωB97M-V/def2-TZVPD) results for a structure of composition C48H52N2O3P2PbS2Se3Te.

Summary:
* max |F|: 0.76 eV/A
* frontier orbital gap: 6.16 eV
* charge: +2
* DFT total energy: -11339.3707 a.u.
* spin multiplicity: 1

Element x y z (Å)
Pb -0.654389 -2.118744 0.119488
Se 1.314433 -5.850858 0.416454
Se 0.838754 -7.789921 -0.931803
Te -1.316578 -6.574363 -1.527887
Se 0.246620 -4.529079 -1.220324
C 3.378699 -3.655539 2.620226
C 2.083329 -2.906667 2.437828
O 1.291290 -3.207462 1.522188
N 1.887761 -1.936014 3.325209
C 0.768803 -1.021862 3.414370
C -0.225598 -1.467532 4.464554
C -0.632050 -0.620202 5.485902
C -1.519909 -1.103889 6.436539
C -1.949793 -2.416807 6.345424
C -1.493269 -3.185187 5.282922
N -0.666133 -2.721025 4.347177
H 3.547286 -4.336112 1.792065
H 3.339715 -4.232981 3.546021
H 4.214304 -2.957529 2.683970
H 2.624309 -1.794507 3.996019
H 0.289461 -0.965474 2.438419
H 1.152689 -0.026428 3.638753
H -0.247279 0.391058 5.545269
H -1.860441 -0.469829 7.245432
H -2.622604 -2.839835 7.079270
H -1.799266 -4.220133 5.167379
C -3.615955 -3.863002 -1.988955
P -2.758249 -2.257657 -1.777698
C -2.549025 -1.718640 -3.505880
C -4.097309 -1.227401 -1.044983
C -4.559411 -1.812619 0.298150
P -3.215926 -2.062592 1.556477
C -3.320872 -0.560718 2.590341
C -4.001119 -3.314413 2.625192
H -4.624949 -3.701454 -2.372151
H -3.667538 -4.415196 -1.050283
H -3.066493 -4.465283 -2.714995
H -3.517367 -1.573983 -3.986046
H -2.005567 -2.504899 -4.031897
H -1.958933 -0.804187 -3.566162
H -4.933792 -1.200303 -1.747054
H -3.722760 -0.209380 -0.919135
H -5.010517 -2.792850 0.134501
H -5.326236 -1.176802 0.743501
H -4.367218 -0.356468 2.820641
H -2.877332 0.301265 2.092259
H -2.779076 -0.737791 3.521694
H -4.979057 -2.956388 2.950153
H -3.376963 -3.497478 3.496051
H -4.116883 -4.249764 2.077110
C 4.502850 -4.607942 -4.050141
C 3.900459 -3.570541 -3.142596
C 4.367588 -3.396454 -1.840651
C 3.809306 -2.443211 -1.000588
C 2.765047 -1.667747 -1.468920
C 2.269865 -1.823405 -2.761178
C 2.852973 -2.764515 -3.592988
S 1.991649 -0.465672 -0.398548
O 2.608492 -0.560092 0.954453
C 2.622527 1.053183 -1.126318
C 3.786162 1.074513 -1.919141
C 4.292481 2.272494 -2.325331
C 3.659304 3.486847 -1.975307
C 4.185873 4.734178 -2.391561
C 3.575010 5.901644 -2.040111
C 2.407043 5.878148 -1.247525
C 1.878844 4.693124 -0.822061
C 2.487893 3.459637 -1.174333
C 1.965735 2.197617 -0.757494
C 0.791811 2.200307 0.172551
C 1.047676 2.544195 1.545274
C 2.367895 2.604429 2.054401
C 2.591319 2.890996 3.372561
C 1.516306 3.158432 4.244493
C 0.232131 3.113627 3.780170
C -0.032375 2.788700 2.428751
C -1.359150 2.708517 1.937666
C -1.591332 2.295404 0.664152
C -0.513951 2.012613 -0.216838
S -1.117153 1.273228 -1.751312
O -0.023266 0.752187 -2.611629
C -1.827797 2.735305 -2.506672
C -3.131960 2.660909 -2.977638
C -3.717226 3.781929 -3.543565
C -3.009684 4.979845 -3.650897
C -3.663145 6.184629 -4.267663
C -1.692271 5.018381 -3.196295
C -1.097309 3.907809 -2.622298
H 5.496964 -4.899205 -3.714838
H 4.573973 -4.234605 -5.071415
H 3.879570 -5.505308 -4.070740
H 5.188590 -4.008134 -1.484859
H 4.182137 -2.279022 0.003533
H 1.468854 -1.176538 -3.109747
H 2.497127 -2.876856 -4.611116
H 4.281185 0.152215 -2.188303
H 5.200032 2.307868 -2.916308
H 5.085504 4.743977 -2.995201
H 3.984938 6.850739 -2.360040
H 1.930583 6.810782 -0.972860
H 0.991623 4.695625 -0.200759
H 3.202063 2.404063 1.395406
H 3.605309 2.920798 3.751829
H 1.714398 3.407236 5.279265
H -0.602583 3.327366 4.438201
H -2.180654 2.974339 2.593694
H -2.606148 2.222832 0.282177
H -3.690036 1.733229 -2.911958
H -4.735620 3.728226 -3.910484
H -4.647418 6.355123 -3.830074
H -3.805302 6.026415 -5.338465
H -3.065367 7.083937 -4.131611
H -1.120086 5.934135 -3.291029
H -0.070851 3.952438 -2.280864

Cartesian forces (eV/Å) of the 3 atoms listed first:
0.325 0.243 0.360
-0.046 -0.333 0.104
0.037 0.424 0.086

=====

# 6
DFT (ωB97M-V/def2-TZVPD) results for a structure of composition C34H45InN7OS3.

Summary:
* max |F|: 1.32 eV/A
* frontier orbital gap: 7.37 eV
* charge: +1
* energy relative to the best compared isomer or geometry (same formula, charge and spin): 0.0 kcal/mol
* DFT total energy: -3165.7247 a.u.
* spin multiplicity: 1

Element x y z (Å)
In 0.186262 0.226497 0.261797
C 2.677462 3.990997 0.772497
C 3.071362 4.062497 2.107697
C 2.613862 3.107897 2.981897
C 1.779062 2.070997 2.518597
N 1.426562 2.011897 1.221497
C 1.857062 2.953497 0.388397
N 1.395262 1.158497 3.441897
C 0.381262 0.371197 3.330097
N -0.513638 0.276997 2.299297
C -1.557938 -0.517503 2.673897
N -2.648738 -0.763303 2.033297
C -2.949938 -0.393603 0.772597
C -4.304038 -0.526503 0.392997
C -4.678838 -0.324803 -0.912203
C -3.696338 -0.006603 -1.849603
C -2.404238 0.166497 -1.406103
N -2.040838 0.013497 -0.135503
C -1.309738 -1.011803 4.032997
C -2.039438 -1.819803 4.882197
C -1.498438 -2.103003 6.130397
C -0.256738 -1.607903 6.507097
C 0.476262 -0.786903 5.659497
C -0.072938 -0.485303 4.428997
H 3.013762 4.721797 0.055197
H 3.733162 4.846397 2.442697
H 2.866162 3.115497 4.028497
H 1.505162 2.852897 -0.630303
H -5.017738 -0.799703 1.151797
H -5.710638 -0.424403 -1.213403
H -3.929538 0.103597 -2.895303
H -1.611338 0.438097 -2.093703
H -2.999238 -2.207003 4.582497
H -2.049038 -2.720603 6.823597
H 0.143462 -1.858003 7.478397
H 1.439662 -0.396903 5.947097
C 1.015062 5.574397 -2.441003
C -0.291338 5.317497 -1.708703
S -0.792038 3.555897 -1.560803
C -2.165338 3.411797 -2.751503
C -1.728638 3.098997 -4.170703
S -0.593438 1.664297 -4.255403
C 0.899262 2.402697 -5.003203
C 1.637962 3.361997 -4.087003
S 0.996862 5.085297 -4.197003
H 1.856662 5.072097 -1.968003
H 1.208662 6.647897 -2.445503
H -1.114338 5.831497 -2.202003
H -0.202138 5.681697 -0.682103
H -2.731938 4.343497 -2.719203
H -2.779438 2.606397 -2.348003
H -1.202138 3.941597 -4.614303
H -2.602938 2.856397 -4.776003
H 0.612162 2.883897 -5.937703
H 1.531662 1.543697 -5.231503
H 2.692762 3.413897 -4.364703
H 1.545462 3.042397 -3.050203
C 3.106562 -1.207503 -0.080203
C 2.802162 -0.555003 -1.426103
C 3.619062 0.722297 -1.614603
C 1.313762 -0.333803 -1.614103
H 4.159262 -1.469003 0.006597
H 2.506162 -2.107803 0.042697
H 2.850062 -0.515303 0.727597
H 3.105562 -1.263003 -2.214103
H 3.450362 1.415197 -0.792403
H 3.354562 1.212497 -2.550403
H 4.679362 0.488397 -1.652903
H 1.099462 0.387697 -2.399203
H 0.805962 -1.267103 -1.835303
C 0.757862 -3.654503 2.493897
N 0.108462 -4.242503 1.344997
C -0.037338 -5.684503 1.383197
C -0.319238 -6.233103 -0.006203
C -1.476038 -5.445803 -0.597603
N -1.149538 -4.034003 -0.600103
C -1.835038 -3.228203 -1.583603
C -0.438438 -3.451303 0.395297
O -0.251538 -2.218203 0.411897
H 1.797162 -3.985303 2.554297
H 0.233962 -3.944003 3.408797
H 0.734762 -2.570503 2.399197
H -0.848938 -5.955103 2.071397
H 0.893262 -6.103203 1.777597
H -0.572838 -7.290003 0.053097
H 0.562062 -6.117503 -0.639103
H -2.394138 -5.618703 -0.021503
H -1.661938 -5.749003 -1.630703
H -1.621138 -3.601603 -2.588103
H -1.485638 -2.201403 -1.506203
H -2.917238 -3.252503 -1.414803

Cartesian forces (eV/Å) of the 3 atoms listed first:
0.202 -0.439 -0.486
-0.067 -0.046 -0.015
-0.110 -0.146 -0.111